Formula: C3H4OS2
Source: OMol25
Level of theory: ωB97M-V/def2-TZVPD

The value obtained for the energy above the lowest of the compared OMol25 structures with the same formula, charge and spin is 7.365 eV. As for the HOMO energy: -0.3322 Eh. The LUMO energy comes out at -0.0732 Eh.

ORCA input file:
```
! wB97M-V def2-TZVPD RIJCOSX def2/J DEFGRID3
* xyz 0 1
C -0.13286 0.60928 0.32000
C 0.90320 -0.46119 0.00552
C -1.25837 -0.44397 0.18951
H 1.29803 1.09389 -1.39924
H 0.10440 0.97633 1.40397
H 0.35677 -1.60860 0.65945
H -1.04272 -1.25934 0.99506
O -0.00608 1.71846 -0.50523
S 2.39581 -0.35939 -0.78996
S -2.61820 -0.26548 -0.87906
*
```

These are the natural (NBO) partial charges, in e, on atoms 1 to 4: number 1, C, carries -0.123; number 2, C, carries -0.185; number 3, C, carries -0.260; number 4, H, carries 0.336

---

Formula: C13H23AlClF4N3O3
Source: OMol25
Level of theory: ωB97M-V/def2-TZVPD

As for the HOMO energy: -0.3677 Eh. The LUMO energy comes out at -0.1003 Eh.

ORCA input file:
```
! wB97M-V def2-TZVPD RIJCOSX def2/J DEFGRID3
* xyz 0 1
C 2.82408 -5.03932 1.08435
C 2.88696 -3.78617 0.65172
C 2.57349 -2.22995 0.41464
N 3.59882 -1.29442 1.00033
C 3.02658 0.08611 0.85724
N 3.05324 0.83589 2.01988
N 2.52961 0.62236 -0.41223
C 1.62562 1.80154 -0.22610
O 0.50231 1.56057 0.65476
C -0.69947 2.25648 0.21659
C -1.96172 1.42879 0.87938
O -1.44483 0.09690 1.18252
C -2.28887 -0.62308 2.12180
C -2.65460 -2.04943 1.39239
O -3.87831 -1.80048 0.63964
C -3.81332 -2.35543 -0.70477
C -2.91012 -1.47675 -1.72293
C 1.89173 -0.41419 -1.29178
C 2.54213 -1.87911 -1.18930
Cl 4.33656 -1.75336 -1.68714
H 2.80071 -6.10281 1.53521
H 1.53791 -1.89234 0.82425
H 3.79583 -1.50012 1.99608
H 3.90713 1.24546 2.42473
H 2.13333 0.91321 2.50883
H 2.23816 2.71092 0.17481
H 1.28374 2.12733 -1.29661
H -0.70692 3.29785 0.74301
H -0.82143 2.33444 -0.92516
H -2.80190 1.29541 0.09141
H -2.33825 1.92117 1.86229
H -3.23833 -0.04400 2.43088
H -1.72564 -0.89975 3.09401
H -2.72735 -2.92599 2.14011
H -1.75926 -2.27286 0.68361
H -4.90582 -2.38971 -1.10992
H -3.43585 -3.46152 -0.66153
H -3.37769 -0.44013 -1.89302
H -1.85366 -1.31441 -1.29582
H -2.78003 -2.06525 -2.71278
H 1.98881 -0.08830 -2.40981
H 0.74393 -0.53642 -1.12088
H 2.02472 -2.69160 -1.81444
F -0.53885 6.37450 -3.89142
Al -0.34487 5.76100 -2.23120
F 0.37189 7.02909 -1.20607
F 0.72680 4.33054 -2.24441
F -1.93702 5.29735 -1.57714
*
```

These are the natural (NBO) partial charges, in e, on atoms 1 to 4: number 1, C, carries -0.184; number 2, C, carries -0.082; number 3, C, carries -0.120; number 4, N, carries -0.575

---

Formula: C4H9N2O2
Source: OMol25
Level of theory: ωB97M-V/def2-TZVPD

The value obtained for the energy above the lowest of the compared OMol25 structures with the same formula, charge and spin is 8.292 eV. As for the HOMO energy: -0.5056 Eh. The LUMO energy comes out at -0.2667 Eh.

ORCA input file:
```
! wB97M-V def2-TZVPD RIJCOSX def2/J DEFGRID3
* xyz 1 1
N 1.02714 0.71328 -2.34430
C 1.03298 -0.17527 -1.34772
C -0.33064 -0.43187 -0.78903
N -0.28610 -1.35542 0.27413
C 0.44320 -0.78226 1.42830
C -0.19314 0.16308 2.31858
O -0.21339 1.58034 1.88577
O -1.53492 -0.02097 -1.53239
H 0.32089 2.23121 1.49812
H -1.13592 0.13327 -2.42233
H 1.78472 0.68358 -2.97016
H 0.29355 0.51932 -0.46291
H 1.83143 -0.72952 -1.08498
H -0.08851 -2.31322 -0.03686
H 1.21255 -1.40178 1.88105
H 0.13960 0.33900 3.30479
H -1.27351 -0.08396 2.29662
*
```

These are the natural (NBO) partial charges, in e, on atoms 1 to 4: number 1, N, carries -0.619; number 2, C, carries 0.007; number 3, C, carries 0.236; number 4, N, carries -0.456

---

Formula: CH3NOSi
Source: OMol25
Level of theory: ωB97M-V/def2-TZVPD

The value obtained for the energy above the lowest of the compared OMol25 structures with the same formula, charge and spin is 2.325 eV. As for the HOMO energy: -0.4240 Eh. The LUMO energy comes out at -0.0007 Eh.

ORCA input file:
```
! wB97M-V def2-TZVPD RIJCOSX def2/J DEFGRID3
* xyz 0 1
N -1.95182 -1.70618 1.24291
C -1.18951 -0.84965 1.07607
O -0.15829 0.27721 0.89547
Si 0.71312 0.52442 -0.48040
H 1.97491 1.03948 0.07304
H 0.51919 -0.65432 -1.32658
H 0.09241 1.36904 -1.48052
*
```

These are the natural (NBO) partial charges, in e, on atoms 1 to 4: number 1, N, carries -0.363; number 2, C, carries 0.556; number 3, O, carries -0.851; number 4, Si, carries 1.212

---

Formula: C41H44P3PdSSb
Source: OMol25
Level of theory: ωB97M-V/def2-TZVPD

The value obtained for the energy above the lowest of the compared OMol25 structures with the same formula, charge and spin is 0.000 eV. As for the HOMO energy (spin up / spin down): -0.6639 / -0.6803 Eh. The expectation value of S² is 6.029. The LUMO energy (spin up / spin down) comes out at -0.3920 / -0.5090 Eh.

ORCA input file:
```
! wB97M-V def2-TZVPD RIJCOSX def2/J DEFGRID3
* xyz 4 5
Pd -0.11386 -0.03988 0.66026
C 2.23871 1.08259 2.94611
P 1.89014 -0.36466 1.91239
C 3.44187 -0.73854 1.07000
C 1.49049 -1.73376 3.02743
C 2.50641 -2.39729 3.71030
C 2.20437 -3.42756 4.59075
C 0.88564 -3.81430 4.78441
C -0.13718 -3.15588 4.11458
C 0.15471 -2.11004 3.24121
P -1.18677 -1.15322 2.49902
C -1.79884 -0.02219 3.77431
C -2.56160 -2.25841 2.12418
H 3.04154 0.83638 3.64514
H 1.36107 1.37919 3.52005
H 2.56346 1.91483 2.32021
H 4.25441 -0.79951 1.79675
H 3.67315 0.06353 0.36798
H 3.36229 -1.67840 0.52691
H 3.54256 -2.11355 3.57019
H 2.99925 -3.92396 5.13212
H 0.65020 -4.61801 5.46960
H -1.16169 -3.45790 4.29465
H -2.13273 -0.61212 4.63158
H -2.64469 0.54924 3.39030
H -1.01281 0.65342 4.11072
H -2.98572 -2.64933 3.05147
H -2.22948 -3.09320 1.50527
H -3.33698 -1.69808 1.59942
C -1.08586 3.61448 2.22019
P -0.83205 2.84387 0.59913
C -2.27094 1.87680 0.12071
C -3.47171 1.94171 0.83456
C -4.55332 1.17438 0.42852
C -4.44285 0.33458 -0.67556
C -3.24847 0.25581 -1.38218
C -2.15856 1.01721 -0.98379
C -0.45725 4.09357 -0.57637
C 0.51729 5.07080 -0.22519
C 0.78825 6.10475 -1.08086
C 0.12992 6.17343 -2.31570
C -0.81017 5.19944 -2.68934
C -1.08557 4.15566 -1.84521
H -1.89653 4.34257 2.16347
H -0.17820 4.12493 2.53872
H -1.32918 2.84522 2.95166
H -3.58364 2.61283 1.67688
H -5.49339 1.25048 0.95943
H -5.29968 -0.24254 -0.99832
H -3.17615 -0.37569 -2.25780
H -1.24975 1.01350 -1.58399
H 1.03655 5.01184 0.72312
H 1.50573 6.86752 -0.81073
H 0.35263 6.98872 -2.99267
H -1.32518 5.28570 -3.63636
H -1.82847 3.42009 -2.12241
S -0.35477 -1.96576 -0.78474
Sb 0.83502 -4.15491 -1.03810
C 0.72479 -4.44380 -3.08688
C 1.73120 -5.20317 -3.68552
C 1.59968 -5.54212 -5.02425
C 0.48621 -5.12762 -5.74245
C -0.51214 -4.37522 -5.13234
C -0.40419 -4.03119 -3.79572
C 2.77696 -4.07643 -0.33311
C 3.77276 -3.71654 -1.24736
C 5.09681 -3.72510 -0.83489
C 5.41549 -4.09128 0.46795
C 4.41671 -4.43061 1.37489
C 3.08699 -4.42114 0.98331
C -0.53220 -5.27946 0.05443
C -1.88521 -5.16750 -0.28003
C -2.80140 -6.00754 0.33145
C -2.36937 -6.95462 1.25473
C -1.02148 -7.06810 1.57033
C -0.09019 -6.23082 0.97186
H 2.59397 -5.55073 -3.13092
H 2.36455 -6.13793 -5.50363
H 0.39001 -5.39806 -6.78544
H -1.37845 -4.06591 -5.70112
H -1.18915 -3.44996 -3.32622
H 3.53057 -3.43970 -2.26675
H 5.88089 -3.46324 -1.53284
H 6.45248 -4.12031 0.77667
H 4.67924 -4.72407 2.38295
H 2.31371 -4.68288 1.69609
H -2.22746 -4.46156 -1.02826
H -3.84952 -5.94562 0.07053
H -3.08618 -7.62119 1.71557
H -0.69066 -7.82430 2.26963
H 0.96080 -6.35378 1.20413
*
```

These are the Löwdin partial charges, in e, on atoms 1 to 4: number 1, Pd, carries 0.286; number 2, C, carries -0.211; number 3, P, carries 0.839; number 4, C, carries -0.206

---

Formula: C29H32CrN8PS
Source: OMol25
Level of theory: ωB97M-V/def2-TZVPD

The value obtained for the energy above the lowest of the compared OMol25 structures with the same formula, charge and spin is 1.000 eV. As for the HOMO energy (spin up / spin down): -0.4717 / -0.4734 Eh. The expectation value of S² is 3.826. The LUMO energy (spin up / spin down) comes out at -0.2146 / -0.2145 Eh.

ORCA input file:
```
! wB97M-V def2-TZVPD RIJCOSX def2/J DEFGRID3
* xyz 2 4
Cr 2.07826 -0.76872 -0.01192
C 5.59643 1.03683 1.47489
C 4.34412 0.69524 0.75002
N 3.97700 -0.52466 0.48339
N 4.83841 -1.51260 0.76074
C 4.39418 -2.71772 0.49211
N 5.21860 -3.74694 0.65987
S 2.76528 -3.03315 -0.04964
C 3.46298 1.69953 0.17049
C 3.78480 3.04969 0.10651
C 2.97415 3.90784 -0.61403
C 1.87292 3.38655 -1.28062
C 1.59426 2.04316 -1.14149
N 2.33980 1.20980 -0.41258
H 5.97388 0.15751 1.98551
H 5.41643 1.83072 2.20155
H 6.36130 1.38636 0.77640
H 6.17628 -3.58313 0.92483
H 4.92245 -4.67892 0.43382
H 4.67819 3.40629 0.59869
H 3.20663 4.96224 -0.67568
H 1.24536 4.01878 -1.89227
H 0.73996 1.60729 -1.64000
C 1.34892 0.29714 4.14628
C 0.39091 -0.65969 4.45564
C -0.12105 -1.47481 3.46248
C 0.35180 -1.34439 2.15651
C 1.38380 -0.44015 1.85093
C 1.85397 0.39407 2.85371
C -0.22441 -2.02286 0.99985
C -1.18843 -3.04976 1.06083
C -1.69240 -3.58058 -0.08954
C -1.25186 -3.08885 -1.34279
C -1.72496 -3.58127 -2.57810
C -1.24949 -3.07470 -3.75811
C -0.27901 -2.05647 -3.75393
C 0.20269 -1.56379 -2.56855
C -0.27274 -2.06921 -1.33893
N 0.22946 -1.56043 -0.17113
H 1.71574 0.96280 4.91713
H 0.04238 -0.75826 5.47485
H -0.88247 -2.20328 3.71327
H 2.60850 1.14177 2.64209
H -1.50202 -3.41691 2.02708
H -2.42088 -4.38176 -0.06553
H -2.45518 -4.38111 -2.57540
H -1.59460 -3.47722 -4.70093
H 0.09805 -1.66830 -4.69119
H 0.97056 -0.79483 -2.55047
C -4.34597 2.37354 -1.73893
N -3.68375 0.99884 -1.91397
C -4.30924 0.04009 -0.89135
N -4.19707 0.55913 0.42026
C -4.83849 1.86787 0.51845
N -4.22166 2.81897 -0.40210
C -2.85526 3.16610 -0.02004
P -1.67802 1.70058 -0.01413
C -2.20776 1.09333 -1.72561
C -2.83065 0.56363 0.93285
H -5.39614 2.25704 -2.00788
H -3.85771 3.05985 -2.43041
H -3.88744 0.64983 -2.85166
H -3.79302 -0.91703 -0.97926
H -5.35698 -0.07490 -1.17152
H -4.75035 2.24024 1.53689
H -5.89602 1.76659 0.26940
H -2.86959 3.59742 0.98205
H -2.47379 3.93606 -0.69439
H -1.76879 0.11170 -1.90676
H -1.80917 1.78125 -2.47442
H -2.84715 0.88185 1.97657
H -2.42493 -0.45113 0.90933
*
```

These are the Löwdin partial charges, in e, on atoms 1 to 4: number 1, Cr, carries 0.623; number 2, C, carries 0.003; number 3, C, carries -0.261; number 4, N, carries -0.099

---

Electronic energy, record by record: -988.061531, -2001.169462, -417.276637, -459.323399, -3377.651071, -3345.905518 Ha